{
  "formula": "C3H5NP2",
  "method": "the ωB97M-V functional and the def2-TZVPD basis",
  "lumo_ev": [-1.5, -1.5],
  "e_above_lowest_kj_mol": 395.3,
  "species": ["C", "C", "C", "N", "P", "P", "H", "H", "H", "H", "H"],
  "coordinates": [[-0.160582, -0.027048, -0.935357], [0.349441, 0.420438, 0.235352], [1.418488, 1.260250, 0.610001], [-1.001022, -1.019259, -1.149636], [-1.415426, -1.440295, 2.042319], [-1.827236, -1.734606, 0.009372], [0.271425, 0.562833, -1.761360], [1.941639, 1.608241, -0.335824], [2.063046, 0.727373, 1.183787], [1.021585, 2.225314, 1.038169], [-2.661359, -2.583241, -0.936822]],
  "atomic_forces_ev_per_a": [[1.53, 0.84, 2.32], [-2.71, -2.10, -1.81], [-1.21, 3.82, -1.42], [-1.58, -0.74, -1.10], [0.32, 0.56, -2.96], [0.55, -0.05, 0.01], [-0.29, -0.41, -0.06], [-0.40, -0.67, 0.82], [2.30, -1.00, 2.02], [0.75, -1.00, 0.25], [0.73, 0.73, 1.93]]
}

***

{
  "formula": "C19H33BaCl2N2O4",
  "method": "the ωB97M-V functional and the def2-TZVPD basis",
  "lumo_ev": 2.1,
  "total_charge": -1,
  "species": ["O", "C", "C", "C", "H", "C", "H", "C", "H", "C", "H", "C", "H", "H", "C", "C", "H", "H", "H", "C", "C", "H", "H", "H", "H", "Ba", "Cl", "Cl", "C", "O", "N", "C", "C", "H", "H", "H", "H", "H", "H", "H", "H", "H", "C", "C", "N", "H", "C", "O", "H", "H", "H", "H", "C", "C", "O", "H", "H", "H", "H", "H", "H"],
  "coordinates": [[0.101530, -3.594216, 0.891580], [0.880468, -4.511148, 0.617115], [1.239423, -5.711068, 1.466253], [0.640533, -5.888922, 2.727763], [-0.218708, -5.275064, 2.999590], [1.162387, -6.802613, 3.648432], [0.737728, -6.865848, 4.656465], [2.246363, -7.618624, 3.300600], [2.683722, -8.287321, 4.046368], [2.770339, -7.554299, 2.000378], [3.592434, -8.220604, 1.716386], [2.260808, -6.614701, 1.089479], [2.664897, -6.548173, 0.078319], [1.423188, -4.491110, -0.352868], [3.340109, 0.381786, 0.870329], [2.572450, 1.245592, -0.013494], [4.422675, 0.575459, 0.801333], [3.178880, -0.687527, 0.651838], [3.016849, 0.538661, 1.912311], [2.541862, 2.361919, -0.680805], [3.697790, 3.369162, -0.715809], [1.657752, 2.725596, -1.232437], [4.580751, 2.932965, -0.232294], [3.448449, 4.305580, -0.200004], [3.960077, 3.652659, -1.740062], [-0.169968, -0.289292, 0.405387], [0.306391, 0.157291, 3.333678], [1.348447, -1.725140, -1.741323], [-0.720193, 3.215612, 1.436593], [-0.822133, 2.452074, 0.450774], [-0.894061, 4.552853, 1.392916], [-1.563359, 5.217206, 0.273034], [-0.227890, 5.369538, 2.396529], [-0.467020, 2.836592, 2.450559], [-1.793004, 4.483735, -0.506031], [-0.911999, 6.008346, -0.118419], [-2.492382, 5.694855, 0.619654], [0.381287, 4.697399, 3.008334], [-0.935663, 5.891685, 3.049865], [0.417465, 6.124983, 1.934828], [-1.565481, 2.003760, -5.259308], [-2.254069, -0.458368, -5.860253], [-0.695895, 1.584094, -4.750468], [-1.361408, -0.764558, -5.307207], [-0.977108, 0.228353, -4.323608], [-0.427142, 2.180875, -3.878663], [-0.966365, -0.087083, -3.023562], [-0.982682, 0.726357, -2.085821], [-1.570619, -1.695537, -4.774596], [-0.888457, -1.175100, -2.843085], [0.127096, 1.576188, -5.473230], [-0.571263, -0.944061, -6.041678], [-4.618354, 1.815066, 0.602671], [-4.023516, 0.567934, 1.235434], [-3.083615, -0.162070, 0.393571], [-3.824840, 2.520340, 0.326780], [-5.284946, 2.278391, 1.340917], [-5.221399, 1.570186, -0.284136], [-3.415030, 0.768435, 2.117108], [-4.838100, -0.112850, 1.526109], [-3.615481, -0.526232, -0.330118]],
  "atomic_forces_ev_per_a": [[1.30, -2.13, 0.16], [-0.77, 0.93, -0.41], [-0.17, -0.23, 0.81], [0.27, 0.05, 0.08], [0.35, 0.04, -0.06], [-0.02, -0.05, -0.18], [0.12, 0.02, -0.45], [-0.09, 0.31, -0.35], [-0.16, 0.15, -0.31], [-0.31, 0.20, 0.08], [-0.36, 0.32, 0.02], [-0.22, 0.43, 0.19], [0.06, 0.05, 0.27], [-0.15, 0.23, 0.19], [0.97, 0.51, 0.06], [-3.95, -1.78, 0.16], [0.60, -0.30, 0.38], [0.07, 0.18, -0.02], [0.12, -0.01, -0.23], [1.39, 1.22, 0.19], [0.06, 0.02, -0.16], [-0.03, -0.13, 0.03], [-0.05, 0.15, -0.08], [0.00, 0.02, 0.10], [0.15, 0.03, -0.15], [1.34, 0.59, -0.28], [-0.29, 0.06, 0.07], [-0.07, -0.57, -0.16], [0.35, -1.62, -1.50], [-0.62, 1.38, 1.95], [-0.24, 0.48, -0.21], [0.36, -0.05, 0.32], [-0.31, -0.23, 0.21], [0.22, -0.04, -0.52], [0.18, 0.15, 0.20], [-0.10, -0.22, -0.13], [0.16, -0.14, -0.03], [-0.02, 0.29, -0.05], [-0.05, -0.02, -0.07], [-0.01, -0.24, -0.08], [-0.10, 0.19, 0.08], [-0.07, 0.07, 0.13], [-0.08, -0.18, -0.24], [0.37, -0.02, 0.17], [-0.07, 0.27, -0.47], [-0.05, -0.08, -0.12], [0.00, 0.18, 1.54], [-0.02, -0.78, -1.17], [0.04, 0.06, -0.20], [-0.29, 0.26, -0.01], [0.02, 0.00, 0.15], [0.07, 0.01, 0.09], [0.29, -0.04, 0.04], [0.51, -0.69, -0.08], [-1.20, 0.28, -0.12], [-0.21, -0.14, 0.00], [0.12, 0.03, -0.16], [0.21, 0.05, 0.18], [-0.26, 0.31, 0.08], [0.21, 0.07, 0.04], [0.44, 0.09, 0.05]]
}